[1]
{"formula": "C4H6FNO2", "method": "the ωB97M-V functional and the def2-TZVPD basis", "elements": ["C", "C", "C", "C", "H", "H", "H", "H", "H", "H", "N", "O", "O", "F"], "positions_angstrom": [[2.192, -0.554, -0.134], [0.972, -0.696, 0.744], [-1.241, -1.140, -0.203], [-0.624, 1.295, 0.302], [3.084, -1.170, 0.460], [1.832, -1.105, -1.025], [1.254, -0.279, 1.753], [0.928, -1.840, 0.782], [-0.322, -2.052, -0.697], [0.205, 1.955, 0.732], [-0.267, -0.113, 0.079], [-2.532, -1.067, -0.214], [-1.754, 1.693, -0.064], [2.376, 0.761, -0.509]], "energy_ha": -461.01117, "de_lowest_kj_mol": 322.0, "gap_ev": 10.20, "e_homo_ev": -10.09}

=====

[2]
{"formula": "C18H13NO4", "method": "the ωB97M-V functional and the def2-TZVPD basis", "elements": ["O", "C", "C", "C", "C", "C", "C", "C", "O", "C", "C", "C", "C", "N", "C", "O", "C", "C", "C", "C", "O", "C", "C", "H", "H", "H", "H", "H", "H", "H", "H", "H", "H", "H", "H", "H"], "positions_angstrom": [[2.984, 1.591, -0.059], [2.599, 0.505, -0.447], [3.365, -0.538, -0.987], [4.576, -0.929, -0.859], [5.577, -0.392, -0.268], [5.590, 0.874, 0.651], [6.880, 0.913, 1.233], [7.579, -0.060, 0.485], [6.712, -0.815, -0.199], [0.966, 0.285, -0.473], [0.342, -0.981, 0.032], [-0.918, -1.247, 0.076], [-1.833, -0.034, -0.037], [-3.173, -0.081, 0.058], [-4.254, 0.762, 0.068], [-4.052, 2.062, -0.582], [-5.436, 0.121, 0.088], [-5.927, -1.366, 0.385], [-7.307, -0.968, 0.431], [-7.759, 0.134, 0.327], [-6.559, 0.868, 0.069], [-1.134, 1.381, -0.425], [0.101, 1.451, -0.342], [2.638, -1.243, -1.497], [4.913, -1.980, -1.423], [4.755, 1.767, 0.644], [7.341, 2.021, 1.676], [8.648, -0.475, 0.708], [1.086, -1.612, 0.079], [-1.414, -2.123, 0.234], [-3.448, -1.280, 0.171], [-5.307, -2.018, 0.553], [-8.041, -1.967, 0.545], [-8.619, 0.776, 0.122], [-1.998, 2.228, -0.310], [0.527, 2.368, -0.726]], "smiles": "O=C(/C=C\\c1ccco1)c1ccc(NC(=O)c2ccco2)cc1", "energy_ha": -1048.85786, "de_lowest_kj_mol": 1585.2, "gap_ev": 6.01, "e_homo_ev": -7.52}

=====

[3]
{"formula": "B4CaF8H8NO3", "method": "the ωB97M-V functional and the def2-TZVPD basis", "elements": ["Ca", "N", "O", "O", "O", "B", "H", "H", "H", "H", "B", "H", "H", "H", "H", "B", "F", "F", "F", "F", "B", "F", "F", "F", "F"], "positions_angstrom": [[0.139, -0.357, -0.083], [0.628, 0.912, 3.249], [0.747, 0.244, 2.186], [0.594, 0.300, 4.342], [0.493, 2.137, 3.220], [2.055, -1.775, -0.191], [2.209, -0.718, -0.685], [1.104, -2.306, -0.659], [3.046, -2.448, -0.418], [1.895, -1.603, 0.968], [-1.554, 1.711, 0.344], [-1.518, 1.213, 1.446], [-1.566, 0.831, -0.462], [-2.575, 2.378, 0.237], [-0.593, 2.383, 0.069], [-2.279, -2.053, -0.502], [-1.420, -1.793, -1.601], [-3.501, -1.397, -0.642], [-2.492, -3.444, -0.407], [-1.587, -1.556, 0.652], [1.238, 1.499, -2.190], [0.371, 0.374, -2.217], [0.641, 2.526, -2.956], [1.471, 1.782, -0.846], [2.454, 1.161, -2.856]], "energy_ha": -1861.59677, "de_lowest_kj_mol": 0.0, "gap_ev": 7.60, "e_homo_ev": 0.19, "total_charge": -3}

=====

[4]
{"formula": "C9H10", "method": "the ωB97M-V functional and the def2-TZVPD basis", "elements": ["C", "C", "C", "C", "C", "C", "C", "C", "C", "H", "H", "H", "H", "H", "H", "H", "H", "H", "H"], "positions_angstrom": [[-2.708, 1.291, 0.701], [-1.281, 1.264, 0.782], [-0.050, 1.707, 0.603], [1.267, 1.822, -0.059], [2.358, 1.527, -0.650], [2.622, 0.115, -1.019], [1.262, -0.656, -0.858], [0.323, -0.938, 0.310], [-0.114, 0.295, 1.129], [-2.902, 0.403, 1.334], [-3.040, 1.243, -0.304], [-3.073, 2.069, 1.340], [3.292, -0.283, -0.272], [2.937, 0.213, -2.043], [1.336, -1.746, -1.234], [0.630, -0.266, -1.602], [-0.595, -1.328, -0.091], [0.725, -1.736, 1.059], [0.073, 0.139, 2.222]], "smiles": "CC1=C2C#CCCC[C@H]12", "energy_ha": -348.66498, "de_lowest_kj_mol": 556.3, "gap_ev": 8.76, "e_homo_ev": -8.34}